The following is a DFT calculation (the ωB97M-V functional and the def2-TZVPD basis) of a cluster of 2 separate species, CO4S in total.

XYZ file:
```
6
Properties=species:S:1:pos:R:3:lowdin_charge:R:1
S 1.66 -0.29 0.04 0.902
O -1.33 -1.05 0.50 0.162
O 3.10 -0.12 0.12 -0.430
O 0.93 0.75 -0.62 -0.416
O -2.40 0.85 -0.22 0.221
C -1.96 -0.14 0.18 -0.440
```

E_LUMO (Eh): -0.047
ΔE to the lowest compared entry with this formula, charge and spin (kcal per mole): 1.72
HOMO (eV): -12.076

The following is a DFT calculation (the ωB97M-V functional and the def2-TZVPD basis) of the ion C5H8N with charge +1.

XYZ file:
```
14
Properties=species:S:1:pos:R:3:lowdin_charge:R:1
N 0.25 1.66 0.36 0.134
C -0.71 -0.67 -0.23 -0.170
C 0.76 -0.60 -0.31 -0.154
C -0.77 0.97 0.00 0.077
C -1.66 -1.60 -0.19 0.149
C 1.38 0.61 0.41 -0.050
H 1.23 -1.56 0.03 0.156
H -1.34 -2.60 -0.41 0.101
H 0.24 2.48 0.97 0.190
H 1.04 -0.47 -1.35 0.133
H -1.61 1.63 -0.36 0.162
H 2.08 1.02 -0.29 0.125
H 1.73 0.44 1.34 0.095
H -2.61 -1.32 0.03 0.053
```

E_LUMO (Eh): -0.197
ΔE to the lowest compared entry with this formula, charge and spin (kcal per mole): 64.23
Charge: +1
HOMO (eV): -14.806

The following is a DFT calculation (the ωB97M-V functional and the def2-TZVPD basis) of a structure of composition C11H17BCdN6O.

XYZ file:
```
37
Properties=species:S:1:pos:R:3:lowdin_charge:R:1
Cd -0.25 -1.19 1.08 1.285
O -2.28 -1.81 0.63 -0.546
N 1.49 -1.17 0.14 -0.143
N 0.00 0.34 -2.12 0.039
N -0.82 -0.63 -1.64 0.061
N 0.68 1.82 -0.10 -0.058
N -0.05 1.20 0.90 -0.025
N 2.03 -0.21 -0.71 -0.021
C 0.92 3.11 0.23 -0.083
C 3.63 -1.71 -0.35 -0.053
C -3.47 -1.52 1.28 -0.344
C -1.97 -0.69 -2.35 -0.004
C -0.11 -1.08 3.19 -0.315
C 0.28 3.37 1.45 -0.067
C 3.30 -0.52 -1.01 -0.061
C -1.82 0.22 -3.39 -0.023
C -0.30 2.14 1.83 -0.149
C 2.46 -2.10 0.33 -0.123
C -0.59 0.83 -3.24 -0.017
B 1.17 0.95 -1.30 -0.483
H -0.11 1.61 -3.79 0.134
H -0.06 -0.03 3.50 -0.079
H -0.97 -1.57 3.62 -0.071
H 1.77 1.72 -1.99 0.117
H -0.86 1.93 2.73 0.100
H -4.25 -2.29 1.15 0.053
H 3.89 0.17 -1.61 0.126
H -2.84 -1.19 -1.93 0.134
H -0.44 -1.42 -1.17 0.097
H 0.81 -1.60 3.43 -0.086
H 2.21 -2.99 0.90 0.110
H 4.56 -2.22 -0.32 0.090
H -2.52 0.41 -4.18 0.107
H -3.39 -1.36 2.37 0.048
H -3.88 -0.60 0.83 0.045
H 1.51 3.77 -0.39 0.115
H 0.25 4.29 2.01 0.087
```

E_LUMO (Eh): -0.004
ΔE to the lowest compared entry with this formula, charge and spin (kcal per mole): 0.00
HOMO (eV): -6.742

The following is a DFT calculation (the ωB97M-V functional and the def2-TZVPD basis) of the molecule C2H8N4S.

XYZ file:
```
15
Properties=species:S:1:pos:R:3:lowdin_charge:R:1
S 1.52 2.19 0.05 0.718
N -1.53 -1.93 0.24 -0.122
N 0.55 0.99 0.77 -0.410
N -0.26 0.26 -1.29 0.104
N -0.89 -0.80 0.78 -0.011
C -0.21 0.12 -0.02 -0.582
C -0.65 -2.85 -0.44 -0.126
H 0.02 -2.41 -1.19 0.063
H 0.56 2.76 -0.76 -0.126
H -0.81 -0.50 -1.72 0.033
H -1.26 -3.62 -0.94 0.084
H -2.30 -1.60 -0.32 0.108
H 0.01 -3.33 0.30 0.082
H 0.05 1.32 1.57 0.063
H -0.47 -1.00 1.66 0.122
```

E_LUMO (Eh): 0.031
ΔE to the lowest compared entry with this formula, charge and spin (kcal per mole): 2.84
HOMO (eV): -9.105

The following is a DFT calculation (the ωB97M-V functional and the def2-TZVPD basis) of the molecule C9H11INOP.

XYZ file:
```
24
Properties=species:S:1:pos:R:3:lowdin_charge:R:1
I -3.48 0.89 -0.07 0.662
P -2.25 -2.82 0.79 0.784
O -1.14 -1.97 -0.22 -0.440
N 0.56 -1.01 -1.35 -0.050
C -0.34 0.13 0.63 -0.167
C 0.66 1.10 0.49 -0.211
C -2.80 -0.07 1.68 -0.574
C -0.35 -0.99 -0.29 -0.310
C 0.68 2.25 1.46 -0.022
C 1.52 -0.07 -1.45 -0.049
C 1.49 1.02 -0.61 -0.034
C -1.30 -0.05 1.75 -0.457
C 0.56 -2.08 -2.24 -0.031
H -1.11 0.72 2.63 0.145
H 2.06 0.01 -2.40 0.139
H 1.09 2.04 2.41 0.073
H 2.35 1.75 -0.94 0.153
H -0.04 -1.95 -3.07 0.077
H 1.22 3.10 0.98 0.100
H -0.94 -1.03 2.16 0.083
H 0.16 -2.94 -1.72 0.096
H -2.82 -3.33 -0.31 -0.216
H -0.38 2.52 1.52 0.091
H 1.64 -2.46 -2.58 0.159
```

E_LUMO (spin up / spin down) (Eh): -0.015 / -0.015
ΔE to the lowest compared entry with this formula, charge and spin (kcal per mole): 83.20
HOMO (spin up / spin down) (eV): -6.261 / -6.255

The following is a DFT calculation (the ωB97M-V functional and the def2-TZVPD basis) of a structure of composition C20H20N10O6STi.

XYZ file:
```
58
Properties=species:S:1:pos:R:3:lowdin_charge:R:1
Ti -1.10 -0.02 -0.36 0.986
S 2.03 -1.84 0.29 0.600
O -2.36 0.84 -1.43 -0.329
O 2.83 -1.19 -0.73 -0.332
O -1.31 -2.16 -3.88 -0.026
O 1.57 -3.17 0.02 -0.295
O -2.20 -1.16 0.73 -0.129
O -3.45 -3.02 0.79 0.039
N -3.95 2.48 2.74 0.034
N -5.84 0.78 -0.90 0.056
N -0.79 3.27 -2.70 0.144
N -1.29 -1.57 -1.65 -0.073
N -2.42 1.46 -0.18 -0.178
N 0.45 0.38 -1.95 -0.004
N -0.01 1.19 0.90 0.018
N 0.74 -0.94 0.67 -0.129
N 5.34 -2.02 5.23 0.069
N 2.21 0.75 1.60 0.141
C -0.93 -1.47 -2.92 -0.566
C 4.56 -2.00 4.05 -0.333
C 1.03 0.34 1.09 -0.441
C -3.74 1.44 0.41 -0.368
C -4.10 2.64 -3.63 -0.088
C -4.88 1.05 -0.29 -0.310
C 3.03 -1.96 1.74 -0.307
C 4.40 -1.77 1.66 -0.063
C -1.65 2.70 -3.20 -0.261
C 1.31 2.97 1.67 -0.050
C -3.86 2.01 1.68 -0.315
C 0.13 2.47 1.16 -0.081
C -2.34 -2.49 -1.26 -0.107
C -2.72 2.06 -3.98 -0.233
C 2.32 2.04 1.88 -0.129
C 5.17 -1.80 2.81 -0.044
C 2.43 -2.21 2.96 -0.054
C 3.19 -2.23 4.11 -0.035
C 0.08 -0.35 -3.19 -0.130
C -2.72 -2.25 0.20 -0.577
H 2.72 -2.40 5.07 0.107
H -3.23 -2.35 -1.89 0.132
H 3.28 2.34 2.29 0.104
H 1.35 -2.36 3.00 0.125
H -0.74 3.08 0.92 0.120
H -4.35 2.41 -2.59 0.053
H 6.24 -1.64 2.76 0.102
H 0.63 1.36 -2.13 0.069
H -2.03 -3.53 -1.37 0.124
H 4.81 -1.79 6.05 0.075
H -2.70 1.00 -3.76 0.100
H -4.12 3.72 -3.77 0.070
H -0.39 0.34 -3.89 0.098
H 1.43 4.02 1.90 0.092
H 1.31 -0.04 -1.60 0.047
H 0.95 -0.78 -3.67 0.117
H -4.86 2.18 -4.26 0.072
H 4.85 -1.58 0.69 0.110
H -2.48 2.22 -5.03 0.109
H 6.16 -1.43 5.16 0.073
```

E_LUMO (spin up / spin down) (Eh): 0.142 / 0.142
ΔE to the lowest compared entry with this formula, charge and spin (kcal per mole): 4.34
Charge: -2
HOMO (spin up / spin down) (eV): 0.128 / 0.127

What is the ΔE to the lowest compared entry with this formula, charge and spin in the first record?
1.72 kcal per mole